No. 1
The following is a quantum chemistry calculation of a cluster of 11 separate species, C13H45N10O13 in total, from the Open Molecules 2025 dataset.

CARTESIAN COORDINATES (ANGSTROEM)
O  10.1667  -4.5195  -17.3328
C  8.8514  -4.3165  -17.3424
O  8.1583  -5.2892  -17.0421
O  8.3538  -3.2432  -17.7885
H  10.2011  -5.3994  -16.9505
C  11.9266  -3.4311  -14.0444
O  12.1425  -2.0622  -13.9482
H  11.5764  -3.7530  -13.0637
H  11.2211  -3.6398  -14.8486
H  12.9083  -3.8719  -14.2180
H  12.5665  -1.9506  -13.0942
C  7.7970  -0.1296  -19.6883
O  8.9986  -0.7352  -19.2274
H  7.1798  -0.6243  -20.4383
H  7.0877  0.0782  -18.8872
H  8.0848  0.7600  -20.2485
H  8.7504  -1.6371  -19.0114
C  4.8086  -4.5232  -17.6312
O  3.4830  -4.1592  -17.3077
H  5.5043  -3.6847  -17.5977
H  5.2176  -5.2899  -16.9732
H  4.8412  -4.7957  -18.6861
H  3.1267  -4.8008  -16.6888
C  12.3860  -2.2831  -18.4755
O  13.2278  -1.4780  -18.9489
N  11.2788  -2.5617  -19.0084
N  12.6502  -2.9412  -17.4045
H  10.6978  -3.2945  -18.6269
H  11.0033  -2.0668  -19.8446
H  13.4858  -2.6962  -16.8928
H  11.9311  -3.5007  -16.9685
C  12.4878  -7.8419  -16.9788
O  12.5652  -8.0282  -18.1625
N  13.4453  -7.6016  -16.1087
N  11.3906  -7.6965  -16.3592
H  14.3764  -7.6314  -16.4989
H  13.1833  -7.4929  -15.1393
H  10.5451  -7.8006  -16.9018
H  11.4978  -7.4126  -15.3958
C  10.6390  0.2849  -16.0609
O  11.4740  0.8494  -15.4034
N  10.2775  -0.9094  -15.8622
N  9.8384  0.8611  -16.9177
H  9.4412  -1.3140  -16.2584
H  10.8514  -1.5412  -15.3222
H  9.3954  0.2635  -17.6009
H  10.1958  1.7484  -17.2419
C  7.9460  -7.0135  -13.8441
O  8.1782  -7.7314  -12.9026
N  8.8598  -6.4684  -14.5884
N  6.7557  -6.6876  -14.2611
H  9.8215  -6.6156  -14.3175
H  8.6108  -5.9872  -15.4408
H  5.9306  -7.0583  -13.8118
H  6.5965  -6.0782  -15.0506
C  6.0326  -8.4629  -17.8496
O  5.3672  -9.4744  -17.7458
N  7.0265  -8.2262  -17.0542
N  5.7426  -7.3951  -18.5564
H  7.4642  -7.3168  -17.0936
H  7.1716  -8.9613  -16.3769
H  6.3044  -6.5745  -18.3801
H  4.7646  -7.4529  -18.8019
C  7.9926  -3.0919  -13.8545
C  6.6578  -2.7289  -14.5576
O  7.0037  -1.8764  -15.5214
H  8.5804  -3.7492  -14.4953
H  7.8366  -3.6988  -12.9626
H  8.5023  -2.1898  -13.5162
H  6.0798  -2.2322  -13.7783
H  6.0429  -3.5438  -14.9396
H  7.4672  -2.3800  -16.1945
C  7.7618  -6.2117  -21.5057
C  8.6642  -5.3670  -20.6271
O  8.0454  -4.0333  -20.5318
H  6.7681  -6.2213  -21.0577
H  8.1750  -7.2157  -21.6014
H  7.6471  -5.8468  -22.5264
H  9.6727  -5.2928  -21.0339
H  8.7307  -5.7129  -19.5955
H  8.1762  -3.8522  -19.5982

Cartesian forces (eV/Å) of the 2 atoms listed first:
0.63 0.53 0.43
-2.31 1.24 -1.63

Computed properties:
Multiplicity = 2
LUMO energy (alpha / beta) = 3.8798 / 3.8302 eV
Orbital gap (alpha / beta) = 2.00 / 8.34 eV
Largest force on an atom = 0.144 hartree/bohr
⟨S²⟩ = 0.751
Charge = -2
Calculated total energy = -2048.09831 hartree

=====

No. 2
The following is a quantum chemistry calculation of a cluster of 10 separate species, C13H46N2O10 in total, from the Open Molecules 2025 dataset.

CARTESIAN COORDINATES (ANGSTROEM)
N  -23.3780  17.9736  7.2714
C  -23.3405  18.6536  8.3367
N  -22.7181  18.0756  9.2948
O  -24.0103  19.8713  8.4414
H  -23.8939  18.4666  6.4517
H  -23.0156  17.0757  7.1836
H  -22.6131  18.6940  10.1140
H  -21.9849  17.3056  9.2279
C  -20.9323  22.9587  11.2402
C  -20.3485  22.4145  12.5741
O  -21.4367  21.7207  13.2355
H  -20.1003  23.3922  10.6003
H  -21.5778  23.8006  11.4971
H  -21.4679  22.1984  10.7040
H  -19.7644  23.0917  13.2149
H  -19.5968  21.6447  12.4143
H  -21.1035  21.3342  14.0473
C  -22.1477  24.0651  3.6739
C  -21.1140  23.0699  4.1833
O  -21.6617  21.8117  4.5237
H  -21.7508  25.1074  3.5761
H  -22.8838  24.0859  4.4430
H  -22.5947  23.7931  2.7754
H  -20.5785  23.3918  5.0041
H  -20.3284  23.0605  3.3288
H  -21.9872  21.9189  5.4297
C  -21.5743  23.4490  7.7369
C  -22.8163  22.6147  7.9215
O  -23.2346  21.8063  6.8471
H  -21.2737  23.7543  8.7358
H  -21.8359  24.2451  7.0201
H  -20.8348  22.8376  7.2093
H  -23.6488  23.1651  8.2853
H  -22.6145  21.9308  8.7121
H  -23.6480  20.9855  7.1822
C  -23.5619  20.0717  11.4432
O  -22.1690  19.7538  11.3472
H  -23.9877  20.2303  12.4102
H  -24.1859  19.2601  10.9928
H  -23.8397  21.0676  11.0126
H  -21.8081  20.3887  11.9907
C  -25.6703  20.0643  5.5432
O  -24.3842  19.5644  5.4786
H  -26.0835  20.1267  6.5543
H  -26.3125  19.3282  5.1651
H  -25.8588  20.9875  5.0229
H  -23.9335  20.2879  5.0501
C  -19.9245  20.5928  9.0200
O  -19.1128  20.1250  10.0746
H  -19.8231  21.7118  8.8333
H  -20.9713  20.3748  9.2544
H  -19.7992  19.9711  8.2277
H  -19.3180  19.1987  10.1596
C  -18.7151  25.5675  9.3087
O  -18.5117  24.3226  8.6188
H  -18.2687  26.3906  8.7834
H  -18.1508  25.5823  10.2033
H  -19.7531  25.7486  9.4924
H  -17.6612  24.2517  8.3032
C  -17.9676  22.1133  5.8149
O  -18.0517  20.7255  5.9982
H  -18.5197  22.2261  4.8792
H  -17.0341  22.6599  5.9302
H  -18.5496  22.5224  6.6626
H  -17.5553  20.3517  6.6722
C  -20.6908  19.1910  5.7674
O  -20.7141  18.2486  6.7683
H  -20.7920  20.1632  6.2828
H  -21.5165  19.0050  5.0270
H  -19.6931  19.1595  5.2495
H  -21.6156  18.3111  7.1072

Cartesian forces (eV/Å) of the 2 atoms listed first:
-2.75 0.73 -6.14
-4.05 6.12 1.06

Computed properties:
LUMO energy = 0.5627 eV
Orbital gap = 9.92 eV
Largest force on an atom = 0.144 hartree/bohr
Structure (SMILES) = NC(N)=O.CCO.CCO.CCO.CO.CO.CO.CO.CO.CO
ΔE to the lowest compared entry with this formula, charge and spin = 143.4 kcal per mole
Calculated total energy = -1384.59682 hartree

=====

No. 3
The following is a quantum chemistry calculation of a cluster of 8 separate species, C13H46N3O7 in total, from the Open Molecules 2025 dataset.

CARTESIAN COORDINATES (ANGSTROEM)
N  16.0445  -21.3985  -6.9564
H  15.7726  -21.6792  -7.9519
H  16.3049  -22.2273  -6.3105
H  15.1554  -21.0269  -6.6494
H  16.7971  -20.6949  -6.7569
C  15.7684  -17.5193  -9.9746
C  15.0503  -18.7740  -10.3886
C  13.8111  -19.0082  -9.7620
O  13.9795  -19.3664  -8.3965
C  12.8091  -19.7543  -7.7870
N  15.0424  -18.8014  -11.8184
H  16.7147  -17.2057  -10.1829
H  15.9726  -17.4224  -8.8954
H  15.0431  -16.7484  -10.1659
H  15.7628  -19.5167  -10.1546
H  13.2112  -19.7783  -10.2484
H  13.3060  -17.9427  -9.8422
H  12.5606  -20.5732  -8.0563
H  12.1524  -19.0070  -8.0128
H  12.7039  -20.1534  -6.8067
H  15.4752  -19.5218  -12.1211
H  15.6036  -17.9989  -12.1660
C  19.1815  -20.3782  -4.3996
C  19.4720  -19.5202  -5.6415
C  18.5906  -18.2641  -5.6831
O  17.2811  -18.6947  -5.9679
C  16.3485  -17.6586  -6.0761
N  20.8642  -19.2635  -5.4725
H  18.2201  -20.9255  -4.3091
H  19.2506  -19.7903  -3.6292
H  19.7866  -21.1834  -4.1494
H  19.4015  -20.1991  -6.4015
H  18.9068  -17.6064  -6.4726
H  18.7086  -17.6564  -4.6806
H  16.1167  -17.0732  -5.0892
H  15.2773  -17.9395  -6.3471
H  16.6759  -17.1141  -6.8317
H  21.0709  -18.7560  -4.6764
H  21.1640  -18.6119  -6.0696
C  18.5588  -20.5897  -9.9509
O  18.5330  -21.1869  -8.6442
H  19.4006  -20.9750  -10.2500
H  18.7472  -19.4882  -9.8478
H  17.8408  -20.8179  -10.7187
H  19.3156  -21.7176  -8.6182
C  15.1665  -19.9018  -2.9444
O  15.0604  -20.7323  -3.9641
H  15.5768  -18.9603  -3.0571
H  15.4889  -20.4855  -2.2376
H  14.1237  -19.7323  -2.7115
H  14.3846  -21.2634  -3.8110
C  16.6217  -24.4701  -4.7143
O  16.5498  -24.6590  -6.1452
H  16.5164  -25.3529  -4.3027
H  16.0030  -23.9169  -4.2439
H  17.6389  -23.9850  -4.5442
H  16.5846  -25.5105  -6.3237
C  12.9769  -23.7599  -6.8503
O  13.8255  -23.1303  -7.8549
H  12.0854  -24.2857  -7.0000
H  12.5788  -23.0224  -6.3980
H  13.6641  -24.4236  -6.3408
H  13.9781  -23.8022  -8.4900
C  15.5969  -23.8756  -10.7176
O  14.6352  -24.7475  -10.1077
H  15.0942  -23.9569  -11.6120
H  16.5546  -24.2905  -10.6935
H  15.5110  -23.0258  -10.2574
H  14.2166  -25.2279  -10.7211

Cartesian forces (eV/Å) of the 2 atoms listed first:
0.27 -1.44 0.60
1.41 0.28 1.59

Computed properties:
LUMO energy = -2.0046 eV
Orbital gap = 9.81 eV
Largest force on an atom = 0.239 hartree/bohr
ΔE to the lowest compared entry with this formula, charge and spin = 68.8 kcal per mole
Charge = +1
Calculated total energy = -1213.13453 hartree